{"formula": "C44H84Br20Cl3FI2NO5S", "method": "ωB97M-V/def2-TZVPD", "homo_energy_ev": -10.7, "total_charge": 1, "e_lumo_ev": -2.3, "spin_multiplicity": 1, "homo_lumo_gap_ev": 8.4, "e_tot_ev": -1526881.79844, "elements": ["C", "O", "C", "C", "C", "C", "C", "N", "C", "C", "C", "C", "C", "O", "C", "C", "C", "C", "C", "C", "S", "O", "O", "Cl", "C", "F", "C", "I", "C", "C", "I", "O", "C", "Cl", "C", "C", "Cl", "H", "H", "H", "H", "H", "H", "H", "H", "H", "H", "H", "H", "H", "H", "H", "H", "H", "H", "H", "H", "H", "H", "H", "H", "H", "H", "H", "H", "H", "H", "H", "H", "H", "H", "H", "H", "H", "H", "H", "H", "H", "H", "H", "H", "Br", "C", "C", "Br", "H", "H", "H", "H", "Br", "C", "C", "Br", "H", "H", "H", "H", "Br", "C", "C", "Br", "H", "H", "H", "H", "Br", "C", "C", "Br", "H", "H", "H", "H", "Br", "C", "C", "Br", "H", "H", "H", "H", "Br", "C", "C", "Br", "H", "H", "H", "H", "Br", "C", "C", "Br", "H", "H", "H", "H", "Br", "C", "C", "Br", "H", "H", "H", "H", "Br", "C", "C", "Br", "H", "H", "H", "H", "Br", "C", "C", "Br", "H", "H", "H", "H"], "positions_angstrom": [[3.3502, -1.3286, 5.9169], [2.4637, -1.4662, 4.8290], [2.9012, -0.7627, 3.6849], [1.8895, -0.9077, 2.5621], [0.8804, 0.2497, 2.4810], [0.4098, 0.4695, 1.0345], [0.4730, 1.8931, 0.4879], [-0.5933, 2.8916, 0.9429], [-1.9311, 2.2060, 0.7393], [-2.3396, 1.2419, 1.8682], [-2.9723, -0.0664, 1.3536], [-2.7365, -1.2083, 2.3530], [-3.7552, -1.1885, 3.4791], [-5.0445, -1.6125, 3.0816], [-5.1065, -3.0024, 2.8267], [-0.3951, 3.4237, 2.3619], [-1.6719, 3.8563, 3.1157], [-1.9414, 3.1436, 4.4710], [-3.4287, 2.9280, 4.7501], [-4.2914, 4.1675, 4.5247], [-6.0317, 3.7966, 4.6963], [-6.7415, 4.9878, 5.0176], [-6.3849, 3.0840, 3.5055], [-6.1786, 2.5239, 6.2547], [0.6416, 4.5449, 2.4270], [1.8459, 4.1189, 1.9043], [1.0000, 5.0226, 3.8491], [1.5950, 3.3530, 5.0742], [2.1545, 6.0912, 3.8863], [2.3007, 7.0276, 2.6902], [4.1283, 5.2735, 4.2124], [0.1279, 5.6531, 1.7578], [-0.7292, 5.4489, 0.6585], [-0.5077, 6.8301, -0.4084], [-0.5406, 4.0979, -0.0650], [-1.4613, 4.0035, -1.2676], [1.1024, 4.2548, -0.8566], [4.1734, -2.0473, 5.8675], [3.7762, -0.3203, 5.9711], [2.7928, -1.4958, 6.8368], [3.0489, 0.2953, 3.9487], [3.8788, -1.1251, 3.3419], [2.4560, -0.9292, 1.6296], [1.3861, -1.8723, 2.6417], [1.4015, 1.1335, 2.8541], [0.0674, 0.0196, 3.1720], [-0.5123, -0.0550, 0.7846], [1.1518, -0.0451, 0.4164], [1.4725, 2.2465, 0.7000], [0.3052, 1.7895, -0.5809], [-2.7281, 2.9416, 0.6990], [-1.8878, 1.6182, -0.1670], [-3.0983, 1.7132, 2.4839], [-1.5169, 1.0232, 2.5442], [-2.6370, -0.3161, 0.3447], [-4.0477, 0.1099, 1.3138], [-1.7472, -1.0813, 2.8000], [-2.7728, -2.1579, 1.8267], [-3.3908, -1.8609, 4.2676], [-3.8596, -0.1994, 3.9304], [-4.2568, -3.5508, 3.2417], [-5.1001, -3.1354, 1.7398], [-6.0195, -3.4597, 3.1925], [0.0217, 2.5901, 2.9197], [-2.5702, 3.7049, 2.5224], [-1.6722, 4.9274, 3.3149], [-1.3843, 2.2127, 4.5536], [-1.5686, 3.8069, 5.2534], [-3.8480, 2.1093, 4.1655], [-3.5394, 2.6470, 5.7964], [-4.0302, 5.0058, 5.1687], [-4.2736, 4.4878, 3.4828], [0.1605, 5.4342, 4.3990], [1.9843, 6.6835, 4.7806], [2.5353, 6.4882, 1.7762], [3.1131, 7.7220, 2.8822], [1.3684, 7.5614, 2.5098], [-1.7699, 5.5286, 0.9846], [-1.1614, 4.7407, -2.0102], [-2.5043, 4.2186, -1.0337], [-1.3990, 3.0571, -1.8019], [-0.8840, -4.1061, 1.7330], [-1.7740, -5.6810, 2.4532], [-1.9530, -6.7452, 1.4050], [-3.3926, -6.2974, 0.1780], [-2.7193, -5.3460, 2.8677], [-1.1307, -6.0345, 3.2556], [-2.2429, -7.6854, 1.8681], [-1.0610, -6.8930, 0.8053], [-5.5734, 2.5695, -0.2842], [-5.7176, 1.8476, -2.0911], [-4.7840, 0.6937, -2.3279], [-2.9465, 1.3130, -2.5623], [-5.5354, 2.6750, -2.7691], [-6.7493, 1.5181, -2.1873], [-5.0399, 0.1838, -3.2554], [-4.7702, -0.0230, -1.5125], [-5.5686, 0.4437, -6.5678], [-3.6455, 0.6912, -6.4114], [-2.8685, -0.4595, -6.9898], [-2.9100, -2.0120, -5.8183], [-3.4483, 0.8250, -5.3554], [-3.4256, 1.6091, -6.9519], [-1.8178, -0.1920, -7.0817], [-3.2497, -0.7797, -7.9541], [6.1391, -1.0171, -0.0087], [5.2100, -1.5935, -1.6188], [3.7277, -1.3800, -1.5001], [2.8976, -2.7194, -0.3509], [5.4759, -2.6322, -1.7835], [5.6144, -0.9867, -2.4250], [3.2322, -1.4853, -2.4654], [3.4864, -0.4084, -1.0764], [-6.8122, -0.4164, 8.5178], [-7.9768, -1.1740, 7.1550], [-7.4840, -2.5159, 6.6822], [-5.9607, -2.3193, 5.4823], [-8.0315, -0.4464, 6.3510], [-8.9512, -1.2694, 7.6282], [-8.2499, -3.0164, 6.0946], [-7.1810, -3.1585, 7.5027], [6.8532, -2.3877, -4.8650], [7.8432, -0.7172, -4.7509], [9.3199, -0.9650, -4.6000], [9.7617, -1.5364, -2.7964], [7.4309, -0.1562, -3.9176], [7.6341, -0.1918, -5.6802], [9.8763, -0.0448, -4.7623], [9.6811, -1.7349, -5.2741], [6.8090, -4.4926, -8.4455], [6.0820, -6.1302, -7.6901], [5.8325, -6.0085, -6.2113], [7.4801, -6.1102, -5.1835], [6.7830, -6.9238, -7.9270], [5.1456, -6.3006, -8.2163], [5.2257, -6.8414, -5.8603], [5.3521, -5.0715, -5.9442], [-1.2157, 4.3658, -4.4109], [0.6071, 4.9097, -3.9883], [1.5866, 4.3860, -4.9995], [1.9165, 2.4847, -4.7170], [0.8118, 4.5502, -2.9804], [0.5877, 5.9983, -3.9845], [2.5533, 4.8705, -4.8818], [1.2455, 4.5045, -6.0226], [3.7392, -8.5433, -3.7167], [4.9627, -9.1586, -2.3313], [6.3994, -8.9292, -2.7134], [7.0190, -10.2147, -4.0302], [4.7376, -10.2061, -2.1598], [4.7095, -8.5801, -1.4459], [7.0467, -9.0645, -1.8498], [6.5632, -7.9442, -3.1396], [2.4278, 0.1977, -8.3051], [1.6847, -1.4566, -7.6085], [1.4027, -1.3634, -6.1332], [3.0382, -1.4809, -5.0811], [2.3917, -2.2445, -7.8476], [0.7599, -1.6168, -8.1584], [0.7894, -2.2016, -5.8087], [0.9179, -0.4315, -5.8568]], "forces_ev_per_a": [[0.0, 0.0, 0.2], [-0.1, 0.2, 0.0], [0.1, -0.2, 0.1], [0.2, 0.3, -0.1], [0.2, -0.5, 0.0], [0.1, -0.2, 0.2], [-0.2, -1.3, 0.3], [0.1, 1.1, -1.0], [-0.7, -0.6, 1.3], [-0.1, -0.1, 0.0], [-0.1, 0.2, 0.5], [-0.2, 0.7, -0.4], [0.2, -0.6, 0.2], [0.3, 0.1, -0.1], [0.2, -0.2, -1.6], [0.1, -0.8, 1.0], [-0.7, -0.1, 0.1], [0.0, 0.7, -0.2], [-0.1, 0.1, 0.2], [0.2, -0.4, 0.3], [-0.3, 0.6, -1.1], [0.1, 0.1, 0.4], [0.1, -0.4, 0.2], [0.0, -0.1, 0.1], [-0.3, 0.2, 0.5], [-0.3, 0.0, -0.4], [1.0, 0.0, 0.2], [-0.9, -0.4, 0.3], [0.1, -0.2, -0.2], [-0.3, -0.1, -0.1], [0.5, 0.5, -0.3], [0.3, 0.0, -0.3], [-0.4, -0.3, 0.5], [-0.1, 0.1, -0.1], [1.0, 0.8, -1.0], [-0.3, 0.1, 0.1], [0.2, -0.4, 1.0], [0.0, 0.0, -0.1], [0.0, 0.0, -0.1], [0.0, -0.1, 0.0], [0.0, 0.0, -0.1], [0.0, -0.2, 0.1], [0.0, 0.0, 0.1], [0.0, 0.0, 0.0], [-0.1, 0.1, 0.0], [-0.1, 0.3, 0.0], [-0.1, 0.1, 0.2], [0.0, 0.1, -0.2], [-0.2, 0.5, 0.0], [0.1, 0.3, -0.1], [0.3, 0.2, -0.6], [0.2, 0.4, -0.3], [0.1, 0.1, 0.0], [0.1, 0.0, -0.1], [0.1, 0.0, 0.0], [-0.1, -0.1, -0.4], [0.1, -0.3, -0.1], [0.0, -0.1, 0.2], [0.0, 0.1, 0.1], [-0.1, 0.1, -0.1], [0.0, 0.1, 0.1], [0.2, -0.2, 0.0], [-0.1, 0.3, 0.1], [0.0, -0.1, -0.2], [0.2, 0.0, -0.3], [0.2, 0.1, -0.2], [-0.1, -0.1, 0.0], [0.2, -0.2, 0.1], [0.0, 0.0, 0.0], [0.1, -0.1, 0.0], [-0.1, 0.0, 0.1], [0.0, 0.2, 0.0], [-0.2, 0.0, -0.3], [0.0, -0.1, 0.1], [0.1, -0.1, 0.0], [-0.1, 0.1, 0.1], [0.1, 0.2, 0.1], [0.0, -0.1, 0.1], [0.0, 0.0, 0.6], [-0.1, -0.2, 0.1], [0.2, 0.1, 0.4], [0.1, -0.1, 0.0], [0.2, 0.0, 0.1], [-0.2, 0.0, 0.0], [0.0, 0.0, 0.0], [0.0, 0.0, 0.0], [0.0, 0.0, 0.0], [0.0, 0.0, 0.0], [0.0, 0.0, 0.0], [0.1, 0.0, 0.0], [-0.1, 0.0, 0.1], [0.0, -0.1, -0.1], [-0.3, -0.4, -0.3], [0.0, 0.0, 0.0], [0.0, 0.0, 0.0], [0.0, 0.0, 0.0], [0.0, 0.0, 0.0], [0.0, 0.0, 0.1], [-0.2, 0.1, -0.1], [0.1, -0.1, 0.1], [0.0, 0.0, 0.0], [0.1, 0.1, 0.0], [0.0, 0.0, 0.0], [0.0, 0.1, 0.0], [0.0, 0.0, 0.0], [0.0, 0.0, 0.0], [0.1, 0.2, 0.1], [-0.2, -0.2, -0.1], [0.0, 0.0, -0.1], [0.0, 0.0, 0.0], [0.0, 0.0, 0.0], [0.1, 0.0, 0.1], [0.0, 0.0, 0.0], [0.0, 0.1, -0.1], [0.0, 0.0, 0.2], [0.2, -0.1, 0.0], [-0.7, 0.2, 1.3], [0.0, 0.0, 0.0], [0.0, 0.0, 0.0], [0.0, 0.0, 0.0], [0.0, 0.0, 0.0], [0.0, 0.0, 0.1], [-0.1, -0.1, -0.2], [0.1, 0.1, 0.2], [0.0, 0.0, 0.0], [0.0, 0.0, 0.0], [0.0, 0.0, 0.0], [0.0, 0.0, 0.0], [0.0, 0.0, 0.0], [0.0, 0.0, 0.0], [0.0, 0.1, -0.1], [0.0, -0.2, 0.1], [0.0, 0.1, 0.0], [0.0, 0.0, 0.0], [0.0, 0.0, 0.0], [0.0, 0.0, 0.0], [0.0, 0.0, 0.0], [0.0, 0.0, -0.6], [-0.1, 0.2, -0.1], [0.1, -0.2, 0.1], [0.0, 0.0, 0.0], [-0.1, 0.1, -0.7], [0.0, 0.0, -0.1], [0.0, 0.0, 0.0], [0.0, 0.0, 0.0], [0.0, 0.0, 0.0], [-0.1, 0.1, 0.0], [0.1, -0.1, 0.0], [0.0, 0.1, -0.1], [0.0, 0.0, 0.0], [0.0, 0.0, 0.0], [0.0, 0.0, 0.0], [0.0, 0.0, 0.0], [0.0, 0.0, 0.0], [0.0, 0.2, -0.1], [0.0, -0.2, 0.1], [0.0, 0.1, -0.2], [0.0, 0.0, 0.0], [0.0, 0.0, 0.0], [0.0, 0.0, 0.0], [0.0, 0.0, 0.0]]}